1.
The following is a DFT calculation (wB97M-V/def2-TZVPD) of C61H51Cl3GeMoN5O3PS4 as an isolated structure.

Properties
Energy above the lowest of the compared OMol25 structures with the same formula, charge and spin ... 0.738 eV
Spin multiplicity ... 3
Frontier orbital gap (spin up / spin down) ... 6.2 / 5.6 eV
E_LUMO (spin up / spin down) ... -6.1 / -6.7 eV
E_tot ... -226238.399 eV
Total charge ... +2

Last column: Löwdin charge in e.
Geometry (Å):
Mo (0.7709, -0.9357, 0.8565)  1.384
Ge (-5.2934, -0.2731, 0.7740)  1.039
Cl (0.8274, 7.2845, -0.9165)  0.776
Cl (-1.1026, 5.6596, -5.6195)  0.715
Cl (6.2487, 3.2212, -0.3127)  0.646
S (0.2959, -3.2517, 1.7593)  0.384
S (7.1227, 3.6934, -3.1396)  1.007
S (1.3341, -2.3569, -1.1910)  0.389
S (3.8236, -1.0059, -0.4232)  0.939
P (0.8720, -3.9772, -0.0558)  0.289
O (-0.9574, -1.1421, -0.4183)  -0.203
O (-1.2077, -0.2491, 1.5277)  -0.128
O (3.6115, 6.1483, -1.0338)  -0.111
N (2.8447, -0.9654, 1.0157)  -0.423
N (1.6039, 3.2212, 0.0726)  -0.029
N (1.0137, 1.1047, 0.2047)  -0.076
N (4.7375, -0.6254, 2.4034)  0.165
N (1.2071, -0.4833, 2.8646)  -0.056
C (-7.7419, -1.7992, 0.3586)  -0.097
C (0.5642, -0.0500, 5.1335)  0.010
C (5.4708, -1.2250, 0.1873)  -0.439
C (6.0581, 6.0224, -3.0998)  -0.118
C (-1.6625, -1.0295, 0.6299)  -0.664
C (-6.0857, 0.8221, 3.3820)  -0.112
C (-3.9216, -1.3108, 1.7867)  -0.227
C (2.5577, -5.7107, 1.3379)  -0.110
C (2.4962, -0.4656, 3.2653)  -0.178
C (2.0236, 1.9742, 0.3536)  -0.104
C (0.8781, 4.3559, -4.3387)  -0.088
C (-1.2981, -7.1886, -1.2321)  -0.052
C (6.3272, 4.2219, -1.7063)  -0.986
C (4.4596, -6.7753, 0.3245)  -0.055
C (2.3455, 4.4718, 0.1590)  -0.049
C (0.2904, 3.1429, -0.3135)  -0.011
C (1.8904, -0.0258, 5.5396)  0.007
C (7.7819, -1.6504, -0.2615)  -0.049
C (7.0843, -1.0196, 1.9499)  0.000
C (-7.3071, 1.6839, 1.5009)  -0.109
C (-5.9589, -2.4447, -1.1144)  -0.132
C (-0.3734, -5.0064, -0.8599)  -0.367
C (6.7456, 5.1826, -3.9114)  -0.385
C (3.1720, -5.1955, -0.9482)  -0.092
C (2.9282, 4.9241, -1.2023)  -0.288
C (5.0063, 6.1431, -0.7403)  -0.141
C (-4.6460, 0.7011, -1.9515)  -0.090
C (-6.4405, -1.6153, -0.1028)  -0.267
C (-6.7590, -3.4443, -1.6499)  -0.083
C (3.4223, -0.7054, 2.1713)  -0.324
C (1.8458, 5.1107, -2.2453)  -0.193
C (3.6245, -6.5931, 1.4177)  -0.060
C (-4.0693, 1.5693, -2.8703)  -0.066
C (-3.2866, 2.6265, -2.4308)  -0.072
C (8.0908, -1.3546, 1.0565)  -0.049
C (2.8644, -0.2458, 4.5860)  0.033
C (-6.8430, 1.6120, 4.2350)  -0.083
C (-3.0797, 2.8149, -1.0712)  -0.109
C (0.0107, 6.3270, -3.2635)  -0.119
C (5.7722, -0.9599, 1.5087)  -0.236
C (-1.2448, -4.4588, -1.7974)  -0.093
C (-8.0517, -3.6224, -1.1783)  -0.078
C (0.9155, 6.1574, -2.2265)  -0.579
C (6.4654, -1.5908, -0.6995)  -0.076
C (4.2377, -6.0751, -0.8544)  -0.057
C (-0.0651, 1.8415, -0.2299)  -0.087
C (0.2689, -0.2908, 3.8099)  -0.069
C (-3.6435, 1.9386, -0.1535)  -0.120
C (-2.8636, -1.8980, 0.8434)  -0.164
C (2.3343, -5.0200, 0.1505)  -0.406
C (0.0029, 5.4296, -4.3191)  -0.670
C (-6.3107, 0.8490, 2.0078)  -0.291
C (-2.1388, -5.2893, -2.4533)  -0.058
C (-8.0679, 2.4695, 2.3522)  -0.074
C (-8.5411, -2.8024, -0.1733)  -0.072
C (1.7919, 4.2169, -3.3097)  -0.020
C (-0.4010, -6.3706, -0.5679)  -0.067
C (-7.8350, 2.4338, 3.7205)  -0.077
C (-2.1596, -6.6500, -2.1795)  -0.049
C (5.8147, 5.4740, -1.8060)  -0.330
C (-4.4294, 0.8711, -0.5873)  -0.261
H (-4.9538, -2.3136, -1.5021)  0.082
H (-2.8444, -7.2960, -2.7121)  0.116
H (5.7204, 7.0072, -3.3897)  0.127
H (-5.2841, -0.1017, -2.3010)  0.092
H (-1.0194, 1.3891, -0.4336)  0.088
H (-3.4943, 2.0990, 0.9105)  0.110
H (-5.3178, 0.1733, 3.7888)  0.087
H (0.2819, -6.7824, 0.1634)  0.107
H (5.2652, 7.1988, -0.6873)  0.142
H (-2.4556, -2.8265, 1.2549)  0.098
H (2.4982, 3.3947, -3.3422)  0.123
H (-3.2709, -2.1446, -0.1373)  0.101
H (-8.8443, 3.1079, 1.9510)  0.109
H (3.7983, -7.1453, 2.3316)  0.114
H (7.3199, -0.8032, 2.9859)  0.124
H (-0.6773, 7.1606, -3.2504)  0.111
H (-8.6781, -4.3983, -1.5985)  0.108
H (7.0675, 5.3500, -4.9267)  0.076
H (-2.4959, 3.6603, -0.7246)  0.094
H (-8.1330, -1.1564, 1.1390)  0.097
H (2.9840, -4.6466, -1.8632)  0.097
H (3.0320, 1.7512, 0.6576)  0.123
H (-6.6630, 1.5826, 5.3022)  0.104
H (-2.8532, 3.3158, -3.1443)  0.103
H (-9.5475, -2.9416, 0.2001)  0.109
H (-0.2728, 4.0136, -0.6017)  0.128
H (-4.2501, 1.4316, -3.9286)  0.109
H (1.8979, -5.5560, 2.1827)  0.083
H (6.2136, -1.7892, -1.7342)  0.119
H (4.8891, -6.2222, -1.7056)  0.114
H (8.5652, -1.9177, -0.9571)  0.120
H (-1.3144, -8.2487, -1.0183)  0.116
H (-3.4433, -0.7101, 2.5612)  0.057
H (-6.3748, -4.0812, -2.4368)  0.102
H (3.9058, -0.2517, 4.8741)  0.122
H (5.2096, 5.6900, 0.2357)  0.105
H (5.0223, -0.4364, 3.3498)  0.139
H (-2.8131, -4.8751, -3.1911)  0.113
H (-0.2382, 0.1159, 5.8373)  0.131
H (3.5932, 4.1341, -1.5673)  0.134
H (0.8561, 3.6531, -5.1596)  0.112
H (-0.7578, -0.3205, 3.4815)  0.111
H (1.6610, 5.2451, 0.4956)  0.102
H (9.1166, -1.3819, 1.3959)  0.119
H (2.1519, 0.1549, 6.5729)  0.133
H (-7.4855, 1.7117, 0.4310)  0.108
H (-4.4483, -2.1246, 2.2848)  0.082
H (5.2875, -7.4686, 0.3881)  0.115
H (3.1561, 4.3797, 0.8823)  0.135
H (-8.4270, 3.0478, 4.3864)  0.108
H (-1.2045, -3.3987, -2.0179)  0.084

***

2.
The following is a DFT calculation (wB97M-V/def2-TZVPD) of C61H54IrN3O3P2SSi as an isolated structure.

Properties
Spin multiplicity ... 6
Frontier orbital gap (spin up / spin down) ... 6.9 / 6.3 eV
E_LUMO (spin up / spin down) ... -1.8 / -4.5 eV
E_tot ... -114867.712 eV
Total charge ... +1

Last column: Löwdin charge in e.
Geometry (Å):
Ir (-0.0363, 0.4375, -0.2499)  0.988
S (0.1538, 3.6511, -0.1738)  0.524
P (0.6345, -1.6586, -0.9840)  0.897
P (-2.5360, 1.1275, -0.4358)  1.048
Si (0.0290, 0.9660, -2.5516)  0.563
O (1.5269, 3.3357, 0.1587)  -0.314
O (-0.6761, 2.4174, 0.1068)  -0.636
O (-0.0876, 4.1465, -1.5036)  -0.264
N (0.4328, 0.0713, 1.7875)  -0.115
N (0.2902, -0.2739, 3.9486)  -0.106
N (2.2692, -2.0806, -1.1403)  -0.112
C (4.9876, -5.1075, -1.8474)  -0.065
C (-0.6175, -2.0947, -5.3807)  -0.063
C (-2.3577, 6.8467, 4.3364)  -0.036
C (-0.4230, 5.6867, 3.2694)  -0.042
C (-0.5166, -0.8460, -4.7894)  -0.081
C (-0.1257, -0.7206, -3.4639)  -0.286
C (4.7205, -0.4423, -3.4035)  -0.051
C (-2.6474, 5.5417, 2.1457)  -0.187
C (-1.8774, 5.0418, 0.9634)  0.003
C (-2.7036, 3.1974, 3.0146)  -0.010
C (-4.4004, 2.8691, 0.8273)  -0.103
C (0.0784, -3.1264, -3.3311)  -0.063
C (1.5903, 1.9297, -3.0991)  -0.166
C (-1.7500, 6.0041, 3.2621)  -0.229
C (-3.5075, 3.9017, -3.3412)  -0.052
C (-3.5091, 3.1648, -2.1682)  -0.068
C (-1.5652, 2.7271, -4.0721)  -0.090
C (3.3479, -2.1567, -0.0917)  -0.272
C (2.9860, -2.1997, 1.3634)  -0.169
C (-4.5746, 3.9556, 1.6129)  -0.013
C (4.2638, -3.3229, -0.4118)  -0.163
C (6.2440, -4.5881, 0.1164)  -0.063
C (-4.9990, -1.4651, -2.4318)  -0.063
C (-2.5433, 2.1936, -1.9367)  -0.356
C (2.6723, -2.5036, 4.1181)  -0.097
C (5.3824, -0.6381, -1.0693)  -0.013
C (0.9364, 0.9132, 3.7719)  -0.045
C (3.0962, -1.1754, -1.8733)  -0.250
C (0.3213, -4.4059, -0.3709)  -0.113
C (3.4409, -0.9764, -3.1688)  -0.031
C (-3.2325, 2.0687, 0.9420)  -0.312
C (-4.1091, -0.4426, -2.1638)  -0.068
C (2.4843, -3.3854, 1.8959)  -0.023
C (-0.5724, 4.7033, 1.0768)  -0.259
C (-3.5819, 4.3476, 2.6543)  -0.233
C (-2.4895, 2.1892, 2.1427)  -0.102
C (-2.2108, -3.9732, 0.7005)  -0.061
C (6.0627, -5.3618, -1.0165)  -0.078
C (-2.5486, 3.6688, -4.3105)  -0.053
C (-0.4517, -5.4742, 0.0501)  -0.056
C (-5.2998, -1.8353, -0.0795)  -0.087
C (-0.1791, -3.1136, -0.2629)  -0.328
C (4.0901, -4.0994, -1.5469)  -0.024
C (-1.5435, 1.9953, -2.8918)  -0.298
C (-3.8298, -0.0919, -0.8480)  -0.345
C (-1.4489, -2.9051, 0.2645)  -0.110
C (3.1744, -1.3252, 3.5973)  -0.083
C (-5.5978, -2.1607, -1.3935)  -0.070
C (-0.0012, -0.7457, 2.7274)  -0.137
C (-4.4162, -0.8103, 0.1911)  -0.114
C (3.9623, -0.8521, -0.7132)  -0.160
C (0.1717, 4.9578, 2.2286)  -0.040
C (-0.0470, -0.8913, 5.2004)  -0.001
C (1.0242, 1.1206, 2.4277)  -0.129
C (-1.7117, -5.2611, 0.5856)  -0.061
C (-0.3204, -3.2340, -4.6516)  -0.061
C (5.6789, -0.3762, -2.3688)  -0.077
C (5.3469, -3.5811, 0.4218)  -0.024
C (3.3250, -1.1699, 2.2307)  -0.032
C (2.3188, -3.5316, 3.2599)  -0.056
C (0.1719, -1.8728, -2.7399)  -0.341
H (1.3056, -4.5770, -0.7804)  0.097
H (-2.4031, 4.8822, 0.0359)  0.122
H (-2.3117, -6.1010, 0.9025)  0.110
H (1.4066, 2.9875, -2.9319)  0.018
H (2.2705, -4.2128, 1.2388)  0.107
H (-2.1632, 3.2562, 3.9479)  0.121
H (-6.2851, -2.9645, -1.6051)  0.107
H (-5.7648, -2.3747, 0.7324)  0.107
H (6.6965, -0.1406, -2.6477)  0.109
H (-5.1613, 2.5941, 0.1106)  0.113
H (4.8483, -5.6852, -2.7466)  0.106
H (3.2634, -3.9039, -2.2102)  0.105
H (1.2682, 1.5116, 4.5933)  0.132
H (0.1320, -1.9630, 5.1425)  0.089
H (2.4718, 1.6573, -2.5267)  0.018
H (2.5946, -2.6378, 5.1866)  0.107
H (-4.1752, -0.5467, 1.2128)  0.106
H (3.7460, -0.2523, 1.8514)  0.115
H (-4.1075, 4.7166, 3.5444)  0.142
H (1.4485, 1.9455, 1.8848)  0.089
H (-5.4344, 4.5966, 1.4857)  0.120
H (-2.4366, 7.8808, 3.9896)  0.095
H (-1.7494, 1.4327, 2.3530)  0.081
H (-0.7846, 2.5663, -4.8017)  0.105
H (-5.2305, -1.7147, -3.4562)  0.109
H (1.8091, 1.7610, -4.1492)  0.035
H (5.0109, -0.1802, -4.4069)  0.103
H (0.1966, 6.0091, 4.0944)  0.117
H (3.5559, 0.0131, -0.1654)  0.149
H (1.2010, 4.6481, 2.2701)  0.106
H (-0.7568, 0.0363, -5.3633)  0.100
H (-1.0973, -0.7246, 5.4456)  0.102
H (5.4961, -2.9863, 1.3106)  0.123
H (-3.6341, 0.0940, -2.9726)  0.104
H (-0.4224, -4.2079, -5.1056)  0.109
H (7.0921, -4.7659, 0.7591)  0.107
H (-2.5448, 4.2365, -5.2301)  0.112
H (-3.1945, -3.8089, 1.1144)  0.102
H (2.7930, -1.2526, -3.9849)  0.116
H (-4.2559, 4.6656, -3.4920)  0.111
H (0.5683, -0.4728, 5.9932)  0.104
H (-0.9396, -2.1819, -6.4072)  0.109
H (-1.8256, -1.8898, 0.3014)  0.060
H (6.7541, -6.1541, -1.2559)  0.105
H (-0.5108, -1.6727, 2.5544)  0.137
H (1.9537, -4.4653, 3.6588)  0.110
H (-3.3283, 6.3525, 1.8523)  0.159
H (6.1303, -0.6183, -0.2941)  0.111
H (3.4763, -0.5273, 4.2573)  0.112
H (0.3035, -4.0220, -2.7730)  0.094
H (-0.0827, -6.4828, -0.0533)  0.113
H (-4.2581, 3.3816, -1.4256)  0.081
H (-1.7456, 6.8424, 5.2365)  0.084
H (-3.3642, 6.5234, 4.6024)  0.076